[1]
A cluster of 2 separate species, C4H14N3 in total in a non-equilibrium geometry, computed with ωB97M-V/def2-TZVPD.

Relative energy (zero: lowest compared OMol25 entry of this formula, charge and spin): 20.9 kcal per mole
Electronic energy: -8839.1169 eV
Charge: +1
2S+1: 1

Geometry as XYZ:
```
21
Properties=species:S:1:pos:R:3:forces:R:3
C 0.1172 -0.6245 2.2420 0.70 -0.50 0.94
N 2.0910 -2.5741 1.4673 -0.80 0.57 -0.39
C 1.7168 -1.5159 0.7017 -1.62 1.14 1.22
N 0.9625 -0.4792 1.0724 0.83 -2.35 -1.02
H -0.4189 0.3155 2.3874 -0.10 -0.34 0.18
H 0.6867 -0.8668 3.1642 -0.21 0.44 -0.31
H -0.5596 -1.4852 2.1028 -0.13 0.48 -0.01
H 1.5873 -2.7494 2.3347 0.50 0.01 -0.29
H 2.5979 -3.3455 1.0429 -0.29 0.33 0.22
H 1.9563 -1.5917 -0.3483 0.79 0.31 -0.06
C -1.7148 1.9516 -2.3338 -0.15 -0.16 -0.49
C -1.4543 1.1042 -1.0939 1.12 0.24 0.37
N 0.0499 0.9422 -0.9013 -0.12 0.99 -0.03
H -2.7837 2.0107 -2.5525 0.10 0.10 0.18
H -1.3009 2.9666 -2.3022 -0.20 -0.16 0.48
H -1.2585 1.5170 -3.2335 -0.07 -0.25 0.26
H -1.8035 1.5623 -0.1418 -0.03 -0.31 -0.79
H -1.8092 0.0700 -1.1682 -0.30 0.41 -0.06
H 0.4834 0.5081 -1.7360 -0.31 0.18 0.72
H 0.3621 0.4200 0.0903 0.53 -0.94 -0.78
H 0.4924 1.8646 -0.7942 -0.25 -0.19 -0.34
```
Forces are in eV/Å.


[2]
A cluster of 2 separate species, C4H14N3 in total in a non-equilibrium geometry, computed with ωB97M-V/def2-TZVPD.

Relative energy (zero: lowest compared OMol25 entry of this formula, charge and spin): 16.0 kcal per mole
Electronic energy: -8839.3295 eV
Charge: +1
2S+1: 1

Geometry as XYZ:
```
21
Properties=species:S:1:pos:R:3:forces:R:3
C -0.4533 2.1638 1.5861 0.51 0.45 1.22
C -1.8026 1.4677 1.5330 0.79 -0.52 -1.71
H -0.4583 3.0441 2.2273 -0.30 0.00 0.24
H 0.2793 1.5088 2.0629 0.09 0.18 -0.29
H -0.0682 2.5777 0.6552 -0.13 -0.43 -0.33
H -2.5892 2.1862 1.4250 -0.67 0.17 0.36
H -1.8256 0.9050 0.5735 -0.33 0.05 0.39
H -1.9494 0.7210 2.3085 -0.19 0.37 0.26
C 1.2094 -0.5170 0.7271 0.68 -0.85 -0.16
C 0.4573 -1.2921 -1.5426 0.03 -0.27 1.13
N 0.2591 -0.7491 -0.3632 -0.47 0.71 0.48
N 1.6180 -1.9858 -1.7782 -1.12 0.86 -0.77
N -0.4959 -1.1925 -2.4762 1.23 -0.45 -0.25
H -0.5432 -0.1329 -0.2975 -0.24 -0.39 0.10
H 1.8370 -2.7967 -1.2251 0.19 0.01 0.06
H 1.8363 -1.9749 -2.7626 0.37 -0.67 0.05
H -1.2761 -0.5573 -2.4329 0.03 -0.07 0.00
H -0.4169 -1.8871 -3.2018 -0.48 0.31 -0.30
H 0.8337 -0.8611 1.7065 -0.38 0.57 -0.56
H 1.4788 0.5401 0.6922 0.17 -0.37 0.37
H 2.0697 -1.1677 0.5826 0.22 0.35 -0.28
```
Forces are in eV/Å.


Among the records above, which one has the highest relative energy (zero: lowest compared OMol25 entry of this formula, charge and spin)? number 1